{"formula": "C54H50F4O10", "method": "ωB97M-V/def2-TZVPD", "species": ["O", "C", "C", "C", "C", "O", "C", "C", "H", "H", "H", "H", "H", "H", "O", "C", "C", "C", "C", "O", "C", "C", "H", "H", "H", "H", "H", "H", "O", "C", "C", "C", "C", "O", "C", "C", "H", "H", "H", "H", "H", "H", "O", "C", "C", "C", "C", "O", "C", "C", "H", "H", "H", "H", "H", "H", "O", "C", "C", "C", "C", "O", "C", "C", "H", "H", "H", "H", "H", "H", "F", "C", "C", "C", "C", "C", "C", "H", "H", "H", "H", "H", "F", "C", "C", "C", "C", "C", "C", "H", "H", "H", "H", "H", "F", "C", "C", "C", "C", "C", "C", "H", "H", "H", "H", "H", "F", "C", "C", "C", "C", "C", "C", "H", "H", "H", "H", "H"], "xyz": [[-17.672805, 6.839561, -22.188136], [-17.326640, 8.125101, -21.835831], [-18.338161, 9.047734, -21.615227], [-17.980450, 10.337516, -21.234092], [-16.669872, 10.693629, -21.032571], [-16.375733, 11.968850, -20.635060], [-15.657317, 9.782861, -21.384572], [-15.980244, 8.502123, -21.789462], [-18.433422, 6.790288, -22.769128], [-19.369004, 8.746521, -21.734460], [-18.759208, 11.041423, -20.962929], [-15.468111, 12.164354, -20.889953], [-14.623355, 10.074773, -21.234695], [-15.164082, 7.855941, -22.081101], [-24.148917, 12.257884, -28.001812], [-22.805331, 12.248792, -27.673642], [-22.283041, 11.389130, -26.715382], [-20.923822, 11.458391, -26.412979], [-20.092219, 12.243569, -27.206484], [-18.728319, 12.195978, -26.984898], [-20.611049, 13.198271, -28.068545], [-21.981799, 13.166362, -28.299308], [-24.501229, 11.453937, -27.600770], [-22.997319, 10.806823, -26.144435], [-20.478141, 10.827072, -25.657555], [-18.277339, 12.481621, -27.784686], [-20.003426, 13.949853, -28.551318], [-22.386477, 13.861842, -29.024465], [-10.371098, 15.963247, -27.952340], [-10.986976, 15.950166, -26.718102], [-11.935679, 14.961673, -26.392711], [-12.500114, 14.970592, -25.136643], [-12.286910, 16.029761, -24.260045], [-12.977871, 16.072844, -23.100435], [-11.304268, 16.959628, -24.586381], [-10.601458, 16.872309, -25.790816], [-10.088655, 15.079720, -28.210564], [-12.186716, 14.180207, -27.094747], [-13.173987, 14.202352, -24.771817], [-12.827479, 16.849181, -22.558470], [-11.123648, 17.781693, -23.901730], [-9.866292, 17.607771, -26.089727], [-9.770749, 6.070887, -21.517979], [-10.883297, 6.328482, -22.291822], [-11.149549, 7.625035, -22.689403], [-12.342559, 7.888656, -23.390855], [-13.096413, 6.824528, -23.815995], [-14.300528, 7.052450, -24.482877], [-12.787227, 5.518022, -23.457688], [-11.725464, 5.263312, -22.622705], [-9.205691, 5.425636, -21.951841], [-10.533242, 8.449722, -22.363771], [-12.504199, 8.940602, -23.581252], [-14.891688, 6.305784, -24.341605], [-13.432959, 4.713526, -23.791257], [-11.592588, 4.281616, -22.190040], [-12.273005, 6.756625, -26.617822], [-11.648371, 7.804997, -27.178562], [-11.962970, 9.135041, -26.876918], [-11.291814, 10.172768, -27.460200], [-10.279404, 9.941339, -28.391275], [-9.503257, 10.950865, -28.901083], [-9.915915, 8.624586, -28.647592], [-10.612580, 7.557032, -28.075414], [-12.746546, 6.959374, -25.793127], [-12.713326, 9.321470, -26.114675], [-11.568529, 11.213039, -27.318261], [-8.960306, 10.738939, -29.659737], [-9.119637, 8.344543, -29.327939], [-10.312346, 6.548277, -28.322925], [-11.027226, 10.550744, -22.794281], [-10.369316, 11.709607, -22.976564], [-10.058222, 12.479281, -21.860155], [-9.337412, 13.648539, -22.033968], [-9.058983, 14.119346, -23.304997], [-9.406561, 13.377199, -24.428342], [-10.106364, 12.181686, -24.251324], [-10.382830, 12.145151, -20.883512], [-9.020160, 14.247027, -21.190310], [-8.559905, 15.057824, -23.510563], [-9.232581, 13.723401, -25.436287], [-10.470842, 11.600318, -25.090399], [-15.379996, 6.029975, -25.716934], [-15.106898, 6.001109, -27.038591], [-15.427203, 4.861516, -27.768211], [-15.230189, 4.889129, -29.144262], [-14.687719, 6.028601, -29.775129], [-14.437508, 7.179244, -29.024769], [-14.686936, 7.145540, -27.661884], [-15.846164, 3.989655, -27.285626], [-15.527591, 4.002874, -29.686917], [-14.478827, 6.011754, -30.835239], [-13.989969, 8.054718, -29.472216], [-14.224032, 7.891854, -27.023130], [-14.471342, 13.388666, -28.437428], [-13.584141, 12.856783, -29.290884], [-13.871713, 11.587145, -29.752513], [-13.017432, 10.952321, -30.626575], [-11.788602, 11.531491, -30.941639], [-11.501762, 12.806144, -30.448490], [-12.395834, 13.486384, -29.621479], [-14.853181, 11.178342, -29.544390], [-13.163087, 9.957096, -31.027554], [-10.997530, 11.028954, -31.479040], [-10.542677, 13.233854, -30.708080], [-12.189585, 14.464653, -29.210745], [-16.001524, 11.258143, -27.220092], [-15.240146, 10.918539, -26.159211], [-14.229147, 11.763965, -25.749263], [-13.458482, 11.432201, -24.640177], [-13.717869, 10.229604, -23.974770], [-14.685596, 9.352811, -24.439499], [-15.488669, 9.732513, -25.508498], [-14.021575, 12.744572, -26.156898], [-12.695699, 12.116050, -24.293477], [-13.136775, 9.962623, -23.100420], [-14.805990, 8.368501, -24.008489], [-16.305828, 9.114372, -25.857905]], "atomic_forces_ev_per_a": [[0.9, -0.7, 0.0], [-0.4, 0.0, -0.9], [1.0, 0.3, 0.3], [-1.1, 0.0, 0.6], [1.0, -0.4, -1.0], [-0.1, 0.0, 0.1], [-0.6, 0.4, 0.9], [-0.4, 0.1, 0.3], [-0.2, 0.4, 0.0], [-0.1, 0.1, 0.1], [0.1, 0.1, -0.2], [0.0, 0.0, 0.1], [0.0, 0.0, -0.2], [-0.3, -0.4, 0.2], [0.5, -0.4, 0.3], [-0.1, 0.2, -0.2], [0.0, 0.8, 0.2], [-0.1, -0.6, -0.8], [0.9, 0.8, 0.7], [-0.4, -0.3, 0.2], [-1.0, -0.7, 0.1], [0.2, 0.4, -0.6], [-0.3, 0.2, -0.1], [0.3, -0.3, 0.1], [0.0, 0.0, 0.0], [0.1, 0.1, 0.1], [0.2, -0.1, 0.0], [-0.2, 0.0, 0.1], [0.1, 0.2, -0.2], [-0.2, -1.6, -0.4], [0.6, 0.4, 0.2], [-0.8, 0.0, 0.6], [1.4, 0.5, -0.5], [-0.7, -0.7, 0.4], [-0.2, 0.1, 0.1], [-0.6, 0.9, 0.3], [-0.1, 0.0, 0.1], [0.1, -0.1, 0.0], [-0.1, 0.0, -0.4], [0.4, 0.2, -0.3], [0.2, 0.0, 0.0], [0.1, 0.0, 0.2], [0.2, 0.3, 0.3], [0.5, -0.5, 0.1], [-0.9, -0.6, 0.1], [2.3, -0.3, 0.4], [-1.3, -0.1, 0.7], [3.8, -1.3, 2.6], [-0.2, -0.1, 0.1], [0.0, 0.5, -0.2], [-0.1, -0.1, 0.0], [0.2, -0.2, -0.1], [0.3, -1.8, -0.5], [0.8, 0.2, 0.7], [-0.1, 0.0, 0.1], [0.3, 0.0, -0.2], [0.2, -0.9, 0.4], [0.8, 0.7, -0.1], [-0.4, -1.0, 0.6], [0.7, 1.3, -1.3], [1.1, -1.2, 0.0], [-0.6, 1.3, 0.7], [-0.7, -0.8, -0.1], [0.0, 0.5, -0.1], [0.3, 0.3, -0.6], [-0.1, 0.1, -0.2], [-0.1, -0.1, 0.4], [-0.1, -0.7, 0.0], [0.1, 0.4, 0.0], [-0.1, -0.1, 0.1], [0.0, 0.0, -0.1], [0.2, 1.5, 0.2], [0.1, -0.6, 0.0], [-0.2, 0.5, 0.0], [0.4, -0.1, -1.0], [-0.8, -0.5, 0.6], [0.1, -0.5, -0.2], [0.2, -0.1, 0.1], [-0.2, -0.1, 0.1], [0.1, 0.1, 0.5], [0.1, 0.1, 0.0], [0.2, 0.0, -0.1], [-3.0, -2.7, -3.6], [-1.3, -0.7, -1.5], [0.0, 0.4, 0.1], [0.3, 0.5, 0.1], [-0.5, -0.3, 0.4], [-0.2, -1.1, -0.1], [1.3, 0.6, 0.6], [0.0, 0.0, 0.1], [0.2, 0.1, -0.3], [-0.1, 0.0, -0.1], [0.0, 0.1, 0.0], [-0.9, 0.4, -0.3], [0.1, 0.7, 0.0], [0.5, -0.9, -0.1], [-1.0, 0.0, -0.6], [1.5, -0.3, -0.2], [-0.2, 1.0, 0.6], [-0.1, -0.3, -0.1], [-0.2, 0.0, 0.1], [0.1, -0.1, 0.3], [-0.6, 0.0, 0.2], [-0.3, -0.2, -0.3], [0.0, 0.2, 0.1], [0.1, 0.1, -0.2], [0.0, 0.0, 0.0], [0.2, 0.3, 0.0], [0.6, 0.7, 0.4], [-0.7, -0.8, 0.3], [-0.2, 1.5, -0.3], [-0.8, 2.1, 0.3], [0.0, -0.3, -0.1], [-0.4, -0.2, -0.6], [0.0, 0.0, 0.0], [-0.9, 1.2, 0.0], [-0.6, 1.9, 0.2], [0.0, -0.1, 0.0]], "total_energy_ha": -3239.396076, "spin_multiplicity": 1}